8
Properties=species:S:1:pos:R:3 method="wB97M-V/def2-TZVPD" relative_energy_kcal_mol=26.4 total_energy_ev=-7355.52649 largest_force_ha_per_bohr=0.0119 e_lumo_ev=1.0
C -0.74 0.60 1.01
N 0.51 0.24 0.88
O 0.17 -0.50 -1.91
F -1.10 0.52 2.32
H -0.37 0.25 -2.17
H 0.88 0.18 -0.06
H 1.09 -0.05 1.67
H -0.44 -1.23 -1.74

***

30
Properties=species:S:1:pos:R:3 method="wB97M-V/def2-TZVPD" relative_energy_kcal_mol=53.4 smiles=Cc1c[nH]c2ccccc12.CCC total_energy_ev=-14208.02004 largest_force_ha_per_bohr=0.0790 e_lumo_ev=0.8
C -2.61 0.01 -3.30
C -1.32 -0.38 0.28
C -1.41 -0.90 -1.03
C -2.18 0.08 -1.81
C -2.42 1.14 -0.97
C 0.05 -2.14 1.02
C -0.70 -1.09 1.30
C 0.24 -2.50 -0.29
C -0.60 -2.02 -1.37
N -2.02 0.83 0.31
H 0.55 -2.82 1.60
H -0.88 -0.77 2.34
H 0.96 -3.30 -0.51
H -0.43 -2.43 -2.40
H -2.25 1.46 1.09
H -3.04 1.94 -1.24
H -2.09 0.96 -3.65
H -3.70 0.20 -3.46
H -2.19 -0.82 -3.94
C 2.19 0.64 1.15
C 3.36 1.44 0.62
C 1.44 1.17 2.40
H 1.49 0.51 0.41
H 2.74 -0.28 1.51
H 4.03 0.94 -0.11
H 0.37 1.18 2.37
H 1.86 0.75 3.35
H 1.70 2.27 2.47
H 2.91 2.48 0.26
H 3.96 1.46 1.62

***

37
Properties=species:S:1:pos:R:3 method="wB97M-V/def2-TZVPD" spin_multiplicity=2 total_energy_ev=-25941.46084 largest_force_ha_per_bohr=0.0662 e_lumo_ev="0.5 / 0.4" s2=0.75
Ag 18.70 7.00 -2.21
C 18.22 9.57 -0.27
O 18.73 9.22 -1.53
H 18.94 9.22 0.47
H 18.12 10.66 -0.29
H 17.26 9.10 -0.08
H 19.39 9.89 -1.75
C 20.57 7.71 -5.39
C 21.76 8.44 -4.68
O 22.25 7.58 -3.70
O 19.44 7.34 -4.53
H 20.85 6.73 -5.77
H 20.15 8.28 -6.22
H 21.39 9.33 -4.17
H 22.60 8.67 -5.33
H 21.61 7.37 -3.02
H 18.66 7.15 -5.07
C 16.04 6.41 -0.86
C 15.70 6.30 -2.38
O 16.51 7.26 -3.02
O 17.31 5.99 -0.61
H 15.32 5.78 -0.34
H 15.79 7.37 -0.42
H 14.71 6.66 -2.66
H 15.97 5.35 -2.83
H 16.18 7.36 -3.92
H 17.49 6.09 0.33
C 20.88 4.62 -2.26
C 21.30 5.54 -1.05
O 20.98 6.91 -1.29
O 19.50 4.47 -2.31
H 21.25 3.63 -1.99
H 21.39 4.97 -3.16
H 22.39 5.47 -1.00
H 20.90 5.15 -0.11
H 21.26 7.47 -0.56
H 19.25 3.69 -1.81

***

9
Properties=species:S:1:pos:R:3 method="wB97M-V/def2-TZVPD" relative_energy_kcal_mol=116.6 total_energy_ev=-15948.82626 largest_force_ha_per_bohr=0.0664 e_lumo_ev=-2.0
C 1.64 -0.13 0.98
C -1.69 0.28 -0.36
N 1.50 0.56 -0.03
N -1.35 -0.03 -1.51
S -0.07 -0.32 -2.32
H 2.13 0.26 1.89
H 1.29 -1.24 1.07
H -0.73 0.46 0.36
H -2.70 0.17 -0.07